{"formula": "H4S2Si", "method": "wB97M-V/def2-TZVPD", "species": ["Si", "S", "S", "H", "H", "H", "H"], "xyz": [[1.738, 0.733, -0.118], [-2.059, -0.659, -0.341], [1.819, -1.297, -0.369], [1.736, 1.646, -1.217], [1.854, 1.192, 1.161], [-1.948, -0.336, 0.730], [-3.141, -1.279, 0.154]], "lowdin_charge": [0.166, 0.572, 0.208, -0.156, -0.194, -0.414, -0.183], "mol_weight_g_mol": 96.252, "multiplicity": 3, "e_homo_ev": [-6.552, -9.642], "relative_energy_kj_mol": 132.2}